Molecular formula: C21H22N2O5S
Method: DFT, the ωB97M-V functional and the def2-TZVPD basis

Calculated values
ΔE to the lowest compared entry with this formula, charge and spin = 2.218 eV
HOMO = -8.5 eV
DFT total energy = -1697.3088 Ha
Gap between HOMO and LUMO = 9.05 eV

Last columns: bonded neighbours and bond lengths (Å).
CARTESIAN COORDINATES (ANGSTROEM)
1 S -3.235 2.125 2.184  O6 1.438, O8 1.432, N12 1.714, C38 1.784
2 C 2.578 0.505 2.320  C11 1.495, H16 1.091, H35 1.086, H36 1.089
3 C 5.145 -0.645 -4.378  C4 1.416, H27 1.070, C47 1.360
4 C 4.645 -0.806 -3.063  C3 1.416, H15 1.070, C33 1.364
5 O 3.344 0.638 -4.145  C33 1.352, C47 1.343
6 O -3.502 2.929 1.022  S1 1.438
7 C -1.258 -1.571 0.553  H30 1.078, C37 1.389, C41 1.382
8 O -3.729 2.593 3.444  S1 1.432
9 H -5.596 1.349 0.923  C14 1.095
10 H -5.725 1.144 2.679  C14 1.089
11 C 1.167 1.000 2.331  C2 1.495, C18 1.393, C49 1.391
12 N -3.904 0.566 1.944  S1 1.714, C14 1.450, C48 1.412
13 C 2.580 0.228 -1.856  N24 1.451, H32 1.092, C33 1.494, H46 1.094
14 C -5.337 0.698 1.765  H9 1.095, H10 1.089, N12 1.450, H22 1.089
15 H 5.043 -1.431 -2.290  C4 1.070
16 H 2.639 -0.402 1.717  C2 1.091
17 C 0.395 -2.821 -1.368  H21 1.095, O39 1.409, C43 1.535, H50 1.095
18 C 0.594 1.483 1.157  C11 1.393, H25 1.079, C31 1.381
19 C -3.482 -0.189 -0.375  H28 1.078, C29 1.380, C48 1.392
20 H -1.200 2.232 0.223  C31 1.078
21 H 0.245 -3.513 -0.534  C17 1.095
22 H -5.772 -0.290 1.620  C14 1.089
23 H 0.837 0.616 4.411  C49 1.080
24 N 1.526 -0.769 -1.866  C13 1.451, H26 1.010, C43 1.344
25 H 1.192 1.535 0.261  C18 1.079
26 H 0.876 -0.762 -2.638  N24 1.010
27 H 6.002 -1.123 -4.805  C3 1.070
28 H -4.333 0.357 -0.749  C19 1.078
29 C -2.678 -0.883 -1.257  C19 1.380, C37 1.394, H42 1.079
30 H -0.393 -2.082 0.943  C7 1.078
31 C -0.731 1.872 1.125  C18 1.381, H20 1.078, C38 1.382
32 H 3.092 0.132 -0.896  C13 1.092
33 C 3.550 0.001 -2.970  C4 1.364, O5 1.352, C13 1.494
34 H -1.872 -0.927 2.490  C41 1.078
35 H 2.924 0.278 3.324  C2 1.086
36 H 3.242 1.245 1.877  C2 1.089
37 C -1.549 -1.564 -0.806  C7 1.389, C29 1.394, O39 1.372
38 C -1.486 1.789 2.279  S1 1.784, C31 1.382, C45 1.381
39 O -0.803 -2.195 -1.769  C17 1.409, C37 1.372
40 O 2.243 -1.945 -0.070  C43 1.213
41 C -2.085 -0.901 1.434  C7 1.382, H34 1.078, C48 1.390
42 H -2.902 -0.899 -2.312  C29 1.079
43 C 1.494 -1.809 -1.014  C17 1.535, N24 1.344, O40 1.213
44 H -1.549 1.330 4.351  C45 1.079
45 C -0.930 1.360 3.468  C38 1.381, H44 1.079, C49 1.385
46 H 2.138 1.223 -1.959  C13 1.094
47 C 4.314 0.244 -4.985  C3 1.360, O5 1.343, H51 1.072
48 C -3.184 -0.177 0.984  N12 1.412, C19 1.392, C41 1.390
49 C 0.397 0.967 3.489  C11 1.391, H23 1.080, C45 1.385
50 H 0.728 -3.395 -2.239  C17 1.095
51 H 4.307 0.663 -5.972  C47 1.072